1.
C10H14AuO3STe as an isolated structure. Source: the Open Molecules 2025 dataset; level of theory: ωB97M-V/def2-TZVPD.

Geometry as ORCA input:
```
! RIJCOSX wB97M-V def2-TZVPD def2/J DEFGRID3
* xyz -1 1
Au -0.59418 -0.14143 -0.55024
C 3.90916 -0.76727 -1.00946
S 2.67676 0.50777 -0.81244
C 3.44144 1.37254 0.54314
O 1.51736 -0.25204 -0.22479
H 4.84117 -0.31934 -1.35650
H 3.52805 -1.46359 -1.75381
H 4.04105 -1.27101 -0.05291
H 4.37497 1.81340 0.19237
H 3.57215 0.68824 1.38409
H 2.73658 2.13784 0.86654
C -4.76059 -0.26478 -0.27622
O -3.37015 -0.30490 0.02789
C -2.53168 -0.08274 -1.03390
O -3.00470 0.12749 -2.12808
H -5.27560 -0.45568 0.66233
H -5.02476 -1.02441 -1.01276
H -5.04808 0.70935 -0.67305
Te 1.16665 -0.11926 3.07585
C 1.00675 0.00293 5.18900
C 1.65056 1.00277 5.92717
C 1.54324 1.07065 7.31168
C 0.78413 0.13794 8.00708
C 0.13457 -0.86165 7.29220
C 0.24444 -0.92588 5.90893
H 2.24415 1.74067 5.40123
H 2.05565 1.86126 7.84955
H 0.69861 0.19007 9.08598
H -0.46630 -1.59835 7.81456
H -0.27033 -1.70939 5.36667
*
```

## Properties
strongest force on any atom	0.2	eV/A
frontier orbital gap	5.08	eV
energy	-38560.2844	eV

=====

2.
C10H14BFN6Re as an isolated structure. Source: the Open Molecules 2025 dataset; level of theory: ωB97M-V/def2-TZVPD.

Geometry as ORCA input:
```
! RIJCOSX wB97M-V def2-TZVPD def2/J DEFGRID3
* xyz 2 4
H 0.89142 3.33343 0.20001
N 0.41447 1.81399 -1.23232
B 0.17178 0.36181 -3.37713
N 0.50648 1.70816 -2.66679
C 0.93699 2.89606 -3.09202
Re 1.07968 0.33272 -0.31215
H 1.02433 3.06280 -4.13955
C 1.14428 3.77423 -2.01759
H 1.44634 4.80165 -2.05375
C 0.85089 3.10236 -0.85684
H 0.22344 0.48459 -4.57201
C -1.00562 -1.67448 1.45693
H -0.79549 -1.74236 2.52265
H -0.12033 -1.82310 0.78282
H -1.92975 -2.09714 1.07489
N -1.25570 0.00532 -2.89067
N 1.10647 -0.78103 -2.87499
N -1.49648 -0.12273 -1.57567
N 1.17767 -1.14620 -1.49008
C -2.40157 -0.22958 -3.56757
C 2.03142 -1.50351 -3.48396
H -2.43698 -0.14613 -4.64324
H 2.13801 -1.39499 -4.53300
C -3.39924 -0.55923 -2.65689
C 2.69227 -2.34615 -2.60328
C -2.77082 -0.50322 -1.42303
C 2.17227 -2.13186 -1.34847
H -4.41240 -0.79636 -2.86340
H 3.44700 -3.05928 -2.81665
H -3.18005 -0.72930 -0.45525
H 2.39499 -2.50421 -0.35944
H -1.06158 -0.65730 1.18626
F 1.77402 0.47583 1.44878
*
```

## Properties
⟨S²⟩	3.7665
strongest force on any atom	5.2	eV/A
frontier orbital gap (alpha / beta)	5.26 / 5.85	eV
energy	-25041.7135	eV

=====

3.
One molecule with the formula C10H14BN. Source: the Open Molecules 2025 dataset; level of theory: ωB97M-V/def2-TZVPD.

Geometry as ORCA input:
```
! RIJCOSX wB97M-V def2-TZVPD def2/J DEFGRID3
* xyz 0 1
B -1.04087 -0.69561 -0.82752
C -0.04556 1.70697 -1.27600
C 0.34764 0.22887 -1.33756
C 0.54680 2.22305 -0.15211
C 1.52117 0.32234 -0.20693
C -1.99999 0.18830 0.18375
C -0.42521 -2.07608 -0.31296
C -0.57950 2.45524 0.91486
C 1.98122 -1.08694 0.14411
C -1.04895 0.97646 1.24944
C 1.13381 -2.25273 -0.38850
N 1.75185 1.52314 0.32144
H -0.65907 2.35850 -1.94620
H 0.84285 -0.28979 -2.12667
H -2.81108 0.82771 -0.09508
H -2.59687 -0.44969 0.75579
H -0.70350 -2.11952 0.72135
H -0.79091 -3.03014 -0.95999
H -0.25509 2.94560 1.80313
H -1.32225 3.06168 0.43731
H 2.99024 -1.35306 -0.28861
H 2.31878 -1.07823 1.19627
H -1.68235 0.91978 2.17131
H -0.13553 0.43678 1.42058
H 1.30252 -3.23172 0.05058
H 1.35984 -2.51092 -1.45177
*
```

## Properties
strongest force on any atom	5.1	eV/A
frontier orbital gap	7.44	eV
SMILES	C1=C2CCCB3CCCC(=N2)[C@H]13
energy	-12758.3684	eV

=====

4.
A 2-piece molecular cluster, C10H14BrISi overall. Source: the Open Molecules 2025 dataset; level of theory: ωB97M-V/def2-TZVPD.

Geometry as ORCA input:
```
! RIJCOSX wB97M-V def2-TZVPD def2/J DEFGRID3
* xyz 0 1
C 0.30177 3.79768 -0.46196
C 0.73815 2.98625 -1.44505
C 0.11673 3.39963 0.82642
C 1.38667 1.78203 -1.10518
C 0.76348 2.20056 1.20498
C 1.30529 1.33760 0.25449
C -2.70361 -1.50057 0.43757
C -1.55755 -1.78872 -0.48930
C -0.58044 -2.83604 0.02626
C 0.56898 -2.95660 -0.78207
Si 2.14336 -0.30266 0.59254
Br 4.40841 0.00971 0.55435
I 1.53266 -1.35193 2.82254
H -0.00117 4.77694 -0.89835
H 0.61671 3.50960 -2.39024
H -0.33325 4.01325 1.61620
H 1.77003 1.16878 -1.85951
H 0.61348 1.82433 2.20812
H -3.40675 -0.73786 0.07226
H -2.94254 -2.50977 0.69950
H -2.38593 -0.98287 1.39389
H -0.95874 -0.95439 -0.75781
H -1.99908 -2.10904 -1.40643
H -0.24543 -2.71987 1.03072
H -1.15764 -3.75877 0.31013
H 0.59688 -2.65735 -1.93887
H 1.40952 -3.63993 -0.51522
*
```

## Properties
strongest force on any atom	4.8	eV/A
frontier orbital gap (alpha / beta)	7.92 / 6.68	eV
energy	-96615.9465	eV